This record from the Open Molecules 2025 dataset describes ClMg as an isolated structure. The level of theory is the ωB97M-V functional and the def2-TZVPD basis.

XYZ file:
```
2
ClMg | the Open Molecules 2025 dataset | the ωB97M-V functional and the def2-TZVPD basis
Mg 3.85 -12.83 10.70
Cl 2.17 -11.11 10.84
```

## Properties
**LUMO (spin up / spin down)**: -0.04 / -1.72 eV
**F_max**: 0.0257 hartree/bohr
**Relative energy (zero: lowest compared OMol25 entry of this formula, charge and spin)**: 1.3 kcal/mol
**Frontier orbital gap (spin up / spin down)**: 7.604 / 8.473 eV
**Multiplicity**: 2

natural (NBO) charges, unit e, in atom order: 0.861 -0.861

---

This record from the Open Molecules 2025 dataset describes a 7-piece molecular cluster, C39H111FN18O9P6 overall. The level of theory is the ωB97M-V functional and the def2-TZVPD basis.

XYZ file:
```
184
C39H111FN18O9P6 | the Open Molecules 2025 dataset | the ωB97M-V functional and the def2-TZVPD basis
C -11.17 -1.78 23.48
C -12.26 -0.71 23.08
O -12.79 -1.17 21.90
C -12.09 -2.27 21.52
O -12.40 -2.98 20.50
O -11.00 -2.45 22.27
F -11.68 0.49 22.94
H -11.63 -2.56 24.08
H -10.24 -1.53 24.00
H -12.92 -0.51 23.93
O -16.52 -2.27 15.71
P -16.73 -2.30 17.20
N -15.44 -1.46 17.98
C -15.46 -0.72 19.26
C -14.16 -1.27 17.29
N -16.77 -3.83 17.93
C -15.97 -4.27 19.12
C -17.61 -4.98 17.43
N -18.12 -1.46 17.72
C -18.39 -0.10 17.23
C -19.25 -2.09 18.45
H -15.51 0.37 19.21
H -14.57 -1.09 19.77
H -16.40 -0.92 19.77
H -13.71 -2.20 16.96
H -13.38 -0.76 17.86
H -14.28 -0.68 16.38
H -15.61 -5.30 19.07
H -15.21 -3.51 19.30
H -16.65 -4.11 19.96
H -17.00 -5.65 16.83
H -17.94 -5.45 18.36
H -18.50 -4.60 16.92
H -17.58 0.47 17.68
H -18.36 0.05 16.15
H -19.36 0.15 17.66
H -19.57 -1.50 19.32
H -19.11 -3.05 18.94
H -20.01 -2.23 17.68
O -10.01 -2.81 30.63
P -10.18 -1.44 30.14
N -11.51 -0.54 30.78
C -11.56 1.00 31.16
C -12.81 -1.07 30.71
N -10.50 -1.25 28.49
C -10.03 -2.33 27.71
C -10.51 0.07 27.83
N -8.83 -0.41 30.41
C -8.47 -0.20 31.85
C -7.67 -0.66 29.60
H -12.14 1.10 32.07
H -12.06 1.65 30.44
H -10.70 1.59 31.48
H -13.23 -0.94 31.70
H -12.71 -2.11 30.41
H -13.42 -0.49 30.01
H -10.43 -2.33 26.69
H -8.94 -2.28 27.68
H -10.10 -3.30 28.20
H -11.08 0.00 26.90
H -10.96 0.86 28.43
H -9.51 0.29 27.44
H -8.62 -1.13 32.40
H -7.42 0.09 31.94
H -9.11 0.59 32.25
H -6.89 0.09 29.69
H -7.88 -0.54 28.54
H -7.27 -1.61 29.96
O -18.44 3.30 24.66
P -17.49 3.60 23.56
N -16.22 4.70 24.04
C -14.93 4.76 23.40
C -16.33 6.03 24.67
N -18.17 4.55 22.20
C -17.26 4.75 21.05
C -19.32 5.44 22.41
N -16.72 2.19 22.96
C -15.47 1.76 23.44
C -17.46 1.28 22.15
H -14.09 5.03 24.05
H -15.01 5.51 22.61
H -14.49 3.83 23.06
H -16.61 6.86 24.02
H -15.57 6.27 25.42
H -17.27 5.87 25.20
H -17.71 5.06 20.10
H -16.40 5.40 21.20
H -16.84 3.75 20.90
H -19.68 5.89 21.48
H -20.20 5.00 22.88
H -18.89 6.23 23.03
H -14.81 1.44 22.64
H -15.08 2.30 24.30
H -15.63 0.77 23.87
H -17.36 1.65 21.13
H -18.47 1.10 22.52
H -17.06 0.28 22.29
O -14.42 -3.37 24.37
P -14.65 -4.80 24.43
N -14.25 -5.46 25.95
C -14.07 -4.61 27.20
C -14.25 -6.97 26.29
N -13.62 -5.64 23.32
C -12.16 -5.57 23.62
C -13.94 -5.76 21.90
N -16.26 -5.29 24.33
C -16.63 -6.74 24.09
C -17.18 -4.61 25.34
H -15.06 -4.20 27.41
H -13.31 -3.85 26.99
H -13.82 -5.17 28.10
H -15.09 -7.21 26.94
H -13.25 -7.08 26.72
H -14.06 -7.58 25.41
H -11.68 -6.17 24.39
H -11.64 -5.48 22.67
H -12.10 -4.54 23.99
H -13.58 -4.87 21.38
H -13.44 -6.62 21.47
H -14.99 -6.02 21.85
H -17.40 -7.13 24.77
H -16.95 -6.69 23.05
H -15.85 -7.48 23.91
H -16.71 -3.69 25.69
H -17.62 -5.18 26.16
H -18.13 -4.34 24.89
O -8.47 0.99 16.21
P -8.02 0.30 17.44
N -9.25 -0.23 18.60
C -10.31 -1.16 18.15
C -9.76 0.84 19.49
N -6.94 1.20 18.35
C -6.29 0.60 19.40
C -7.01 2.75 18.24
N -7.25 -1.25 17.20
C -6.67 -1.46 15.90
C -6.95 -2.25 18.25
H -9.83 -2.01 17.67
H -11.00 -0.67 17.46
H -10.81 -1.68 18.97
H -9.76 0.66 20.56
H -10.77 1.16 19.24
H -9.20 1.76 19.31
H -5.28 0.31 19.11
H -6.07 1.37 20.14
H -6.76 -0.17 20.01
H -7.48 3.22 19.10
H -6.01 3.17 18.32
H -7.55 3.06 17.35
H -5.59 -1.59 16.03
H -7.06 -2.37 15.45
H -6.91 -0.63 15.23
H -7.71 -2.19 19.03
H -6.07 -2.05 18.86
H -6.95 -3.33 18.09
O -11.92 -8.90 18.45
P -10.84 -8.33 19.27
N -9.22 -8.86 18.76
C -7.96 -8.04 18.62
C -9.03 -10.30 18.73
N -10.83 -8.95 20.84
C -12.14 -9.32 21.39
C -9.78 -9.03 21.82
N -10.69 -6.57 19.33
C -11.74 -5.81 18.56
C -9.87 -5.82 20.30
H -7.29 -8.29 17.80
H -7.48 -8.08 19.60
H -8.24 -7.03 18.33
H -9.55 -10.67 17.85
H -9.50 -10.76 19.60
H -7.98 -10.57 18.62
H -12.46 -8.62 22.16
H -12.92 -9.49 20.65
H -11.92 -10.31 21.81
H -8.96 -9.59 21.37
H -9.29 -8.09 22.08
H -10.19 -9.47 22.73
H -12.71 -5.94 19.03
H -11.45 -4.76 18.66
H -11.75 -5.98 17.49
H -9.96 -6.25 21.30
H -9.94 -4.73 20.34
H -8.84 -6.01 20.01
```

## Properties
**LUMO**: 0.13 eV
**F_max**: 0.1190 hartree/bohr
**Relative energy (zero: lowest compared OMol25 entry of this formula, charge and spin)**: 35.8 kcal/mol
**Frontier orbital gap**: 8.253 eV

Löwdin population analysis, charges in e, atoms 1 to 99: -0.051 -0.316 0.147 -0.448 0.054 0.062 0.059 0.102 0.144 0.166 -0.324 0.580 -0.299 -0.115 -0.121 -0.307 -0.094 -0.091 -0.313 -0.091 -0.111 0.071 0.062 0.066 0.080 0.059 0.076 0.079 0.057 0.073 0.083 0.069 0.073 0.064 0.080 0.076 0.074 0.063 0.081 -0.269 0.559 -0.287 -0.071 -0.162 -0.307 -0.150 -0.076 -0.302 -0.086 -0.146 0.068 0.065 0.053 0.082 0.080 0.082 0.072 0.067 0.079 0.070 0.073 0.070 0.078 0.079 0.052 0.083 0.059 0.094 -0.310 0.674 -0.289 -0.177 -0.116 -0.297 -0.118 -0.113 -0.328 -0.160 -0.109 0.082 0.067 0.055 0.079 0.086 0.072 0.082 0.052 0.051 0.076 0.077 0.061 0.088 0.092 0.081 0.075 0.092 0.086 -0.279 0.522

---

This record from the Open Molecules 2025 dataset describes a 2-piece molecular cluster, C4H11NO overall. The level of theory is the ωB97M-V functional and the def2-TZVPD basis.

XYZ file:
```
17
C4H11NO | the Open Molecules 2025 dataset | the ωB97M-V functional and the def2-TZVPD basis
C -0.52 -0.92 1.10
C 0.80 -0.10 0.72
C 1.00 -0.10 -0.87
C -0.29 0.16 -1.55
O -2.05 1.38 -0.05
N 1.89 -0.69 1.32
H -0.41 -1.98 0.85
H -0.42 -0.97 2.18
H -1.35 -0.38 0.66
H 0.51 0.92 0.99
H 1.59 -0.96 -1.18
H 1.74 0.69 -1.01
H -0.17 0.70 -2.48
H -0.95 0.85 -0.86
H -2.50 2.24 -0.26
H -0.85 -0.75 -1.71
H 1.98 -0.09 2.16
```

## Properties
**LUMO**: -3.61 eV
**F_max**: 0.0440 hartree/bohr
**Relative energy (zero: lowest compared OMol25 entry of this formula, charge and spin)**: 179.0 kcal/mol
**Frontier orbital gap**: 4.285 eV

natural (NBO) charges, unit e, in atom order: -0.539 -0.103 -0.363 -0.631 -0.999 -0.299 0.217 0.215 0.310 0.216 0.215 0.212 0.232 0.333 0.450 0.211 0.325